# C6H6

One molecule with the formula C6H6 at a distorted geometry (ωB97M-V/def2-TZVPD, OMol25).

Geometry as XYZ:
```
12
Properties=species:S:1:pos:R:3
C -1.515 0.627 0.281
C -0.846 -0.725 0.014
C 0.441 -0.580 -0.650
C 1.414 0.062 -1.059
C 2.732 0.819 -0.942
C 2.418 0.094 0.091
H -2.532 0.481 0.654
H -0.955 1.214 1.017
H -1.558 1.210 -0.643
H -1.456 -1.355 -0.637
H -0.712 -1.290 0.947
H 2.568 -0.558 0.927
```

Properties
**Relative energy (zero: lowest compared OMol25 entry of this formula, charge and spin)**: 149.4 kcal per mole

# C12H28BF2N2Zr

C12H28BF2N2Zr as an isolated structure at a distorted geometry (ωB97M-V/def2-TZVPD, OMol25).

Geometry as XYZ:
```
46
Properties=species:S:1:pos:R:3
C -1.611 -3.154 -0.388
C -2.455 -1.914 -0.737
C -2.177 -0.729 0.208
N -0.789 -0.303 0.119
B -0.028 0.473 1.025
C -0.408 2.459 1.192
C -0.120 3.355 0.079
C 1.216 4.091 0.136
F 1.617 4.168 1.450
C 1.469 0.832 0.512
C 1.790 0.739 -0.971
C 2.259 -0.646 -1.467
C 1.220 -1.493 -2.204
N 0.704 -0.898 -3.429
C -0.242 0.177 2.625
C -0.106 -1.318 2.905
F 0.820 0.853 3.278
H -0.705 -2.912 0.179
H -2.143 -3.850 0.351
H -1.209 -3.689 -1.314
H -2.227 -1.621 -1.766
H -3.532 -2.128 -0.682
H -2.408 -1.000 1.240
H -2.851 0.084 -0.084
H -0.570 -0.053 -0.846
H -1.448 2.202 1.391
H 0.158 2.642 2.105
H -0.268 2.920 -0.918
H -0.976 4.058 0.185
H 2.000 3.583 -0.429
H 1.100 5.098 -0.266
H 1.878 1.742 0.951
H 1.886 0.019 1.139
H 0.933 1.076 -1.582
H 2.576 1.465 -1.185
H 3.099 -0.501 -2.152
H 2.657 -1.225 -0.627
H 0.390 -1.716 -1.516
H 1.686 -2.456 -2.444
H 1.201 -0.068 -3.729
H -0.282 -0.676 -3.429
H -1.179 0.552 3.052
H 0.103 -1.451 3.969
H -1.041 -1.844 2.695
H 0.712 -1.777 2.343
Zr -2.700 -5.166 -0.964
```

Properties
**Charge**: +3

# C4H13NO2

A 3-piece molecular cluster, C4H13NO2 overall at a distorted geometry (ωB97M-V/def2-TZVPD, OMol25).

Geometry as XYZ:
```
20
Properties=species:S:1:pos:R:3
C -0.484 1.228 2.544
C -0.676 1.874 1.162
C -1.095 0.958 0.031
C -0.450 -0.132 -0.387
N -1.019 -1.066 -1.244
H -0.572 0.147 2.576
H -1.108 1.792 3.229
H 0.518 1.425 2.942
H -1.469 2.617 1.221
H 0.090 2.606 0.877
H -2.139 1.102 -0.239
H 0.604 -0.240 -0.177
H -0.525 -1.538 -1.976
H -2.014 -1.194 -1.296
O 1.653 -0.359 -2.264
H 0.865 -0.053 -2.728
H 2.438 -0.070 -2.736
O 2.045 -3.211 -0.686
H 1.403 -2.642 -1.116
H 1.935 -3.245 0.266
```

Properties
**Relative energy (zero: lowest compared OMol25 entry of this formula, charge and spin)**: 34.5 kcal per mole

# C6H10N2O3

One molecule with the formula C6H10N2O3 at a distorted geometry (ωB97M-V/def2-TZVPD, OMol25).

Geometry as XYZ:
```
21
Properties=species:S:1:pos:R:3
O 3.093 -0.945 -1.261
N 2.632 0.163 -0.902
N 1.772 -0.084 0.076
C 1.072 1.230 0.356
C -0.328 1.254 -0.336
C -1.252 0.198 0.509
C -1.965 -0.455 -0.525
O -2.169 -1.706 -0.557
O -2.579 0.503 -1.207
C -0.187 -0.809 1.159
C 0.913 -1.365 0.170
H 1.146 1.500 1.386
H 2.061 1.787 0.130
H -0.124 1.117 -1.463
H -0.638 2.382 -0.488
H -1.707 0.689 1.384
H -3.252 0.328 -1.822
H 0.153 -0.361 2.144
H -0.826 -1.582 1.370
H 1.718 -2.038 0.718
H 0.467 -1.807 -0.839
```

Properties
**Relative energy (zero: lowest compared OMol25 entry of this formula, charge and spin)**: 146.0 kcal per mole

# C3H7N

C3H7N as an isolated structure at a distorted geometry (ωB97M-V/def2-TZVPD, OMol25).

Geometry as XYZ:
```
11
Properties=species:S:1:pos:R:3
C 1.497 -0.848 -0.059
C 0.173 -0.256 0.488
C -1.307 0.995 0.102
N -0.639 0.223 -0.725
H 2.252 -1.227 0.677
H 2.039 -0.157 -0.722
H 1.233 -1.724 -0.664
H -0.423 -1.127 0.824
H 0.608 0.525 1.149
H -0.980 2.035 0.251
H -2.339 0.722 0.384
```

Properties
**Relative energy (zero: lowest compared OMol25 entry of this formula, charge and spin)**: 93.2 kcal per mole

# C59H83N7O8

A 15-piece molecular cluster, C59H83N7O8 overall at a distorted geometry (ωB97M-V/def2-TZVPD, OMol25).

Geometry as XYZ:
```
157
C59H83N7O8 (ωB97M-V/def2-TZVPD)
N -5.314 1.024 -3.321
C -4.395 1.177 -4.310
C -3.076 1.691 -4.140
C -2.824 2.158 -2.850
C -3.771 2.177 -1.870
C -4.987 1.621 -2.117
H -4.724 0.716 -5.240
H -2.333 1.779 -4.922
H -1.821 2.566 -2.659
H -3.539 2.709 -0.940
H -5.781 1.497 -1.356
N 2.086 3.486 4.497
C 0.820 3.479 3.911
C -0.115 4.464 4.254
C 0.273 5.492 5.163
C 1.512 5.457 5.719
C 2.464 4.489 5.344
H 0.569 2.674 3.173
H -1.115 4.464 3.775
H -0.504 6.264 5.469
H 1.792 6.302 6.395
H 3.461 4.444 5.847
N 2.123 -0.505 1.819
C 1.349 0.543 1.276
C 0.107 0.280 0.750
C -0.342 -1.016 0.602
C 0.412 -2.001 1.023
C 1.672 -1.721 1.682
H 1.673 1.549 1.363
H -0.497 1.142 0.591
H -1.364 -1.144 0.176
H 0.046 -3.039 0.979
H 2.195 -2.611 2.149
N 6.405 0.928 -1.363
C 5.858 0.615 -0.196
C 4.624 -0.057 -0.036
C 3.838 -0.284 -1.136
C 4.373 0.062 -2.410
C 5.661 0.678 -2.449
H 6.500 0.833 0.702
H 4.233 -0.317 0.993
H 2.873 -0.752 -1.046
H 3.742 -0.118 -3.212
H 6.128 0.834 -3.425
N -3.260 -2.670 -1.398
C -3.876 -3.635 -0.691
C -5.298 -3.742 -0.714
C -5.984 -2.890 -1.563
C -5.300 -1.867 -2.214
C -3.933 -1.844 -2.164
H -3.279 -4.329 -0.108
H -5.814 -4.451 -0.078
H -7.102 -2.838 -1.514
H -5.814 -1.103 -2.807
H -3.421 -1.111 -2.790
N 0.536 -6.162 -0.580
C 1.199 -7.104 -1.213
C 0.779 -7.696 -2.442
C -0.466 -7.346 -2.925
C -1.198 -6.384 -2.285
C -0.616 -5.785 -1.127
H 2.158 -7.371 -0.868
H 1.385 -8.426 -2.863
H -0.841 -7.680 -3.912
H -2.078 -5.945 -2.748
H -1.036 -5.018 -0.539
N 4.042 6.384 1.002
C 3.123 5.532 1.488
C 2.950 4.249 0.936
C 3.923 3.824 0.075
C 4.917 4.703 -0.452
C 4.895 5.995 0.107
H 2.476 5.769 2.310
H 2.282 3.525 1.406
H 3.905 2.758 -0.281
H 5.626 4.423 -1.214
H 5.659 6.777 -0.159
C -2.386 -2.231 -6.331
C -2.415 -3.638 -5.629
O -1.525 -4.481 -5.721
C -3.604 -3.833 -4.729
H -2.149 -1.461 -5.603
H -3.412 -1.991 -6.685
H -1.696 -2.258 -7.164
H -3.386 -3.398 -3.777
H -3.728 -4.919 -4.492
H -4.479 -3.380 -5.209
C 1.528 -3.440 -4.300
C 0.798 -2.406 -3.523
O 1.347 -1.411 -3.188
C -0.590 -2.693 -3.075
H 2.156 -2.964 -5.057
H 0.975 -4.259 -4.833
H 2.161 -4.034 -3.635
H -1.296 -2.005 -3.556
H -0.732 -2.502 -1.973
H -0.845 -3.699 -3.296
C 0.134 -6.074 2.680
C -1.224 -5.628 2.189
O -1.555 -4.434 2.062
C -2.073 -6.727 1.667
H 0.013 -6.498 3.680
H 0.812 -5.206 2.791
H 0.725 -6.770 2.044
H -3.090 -6.355 1.596
H -1.932 -7.705 2.213
H -1.791 -7.040 0.669
C -0.823 2.259 7.600
C -1.097 1.103 6.681
O -2.195 0.778 6.327
C 0.197 0.347 6.181
H -0.169 3.005 7.157
H -0.142 1.974 8.448
H -1.670 2.758 8.022
H -0.046 -0.101 5.271
H 0.389 -0.453 6.944
H 1.057 1.023 6.131
C 1.698 1.931 -4.532
C 0.972 2.723 -3.533
O -0.105 3.217 -3.788
C 1.727 2.706 -2.193
H 1.817 0.918 -4.096
H 2.661 2.388 -4.738
H 1.181 1.861 -5.506
H 2.840 2.996 -2.328
H 1.719 1.608 -2.017
H 1.180 3.332 -1.525
C 4.863 0.194 4.874
C 4.982 1.612 4.608
O 5.253 2.418 5.506
C 4.831 2.037 3.194
H 5.497 -0.458 4.205
H 3.863 -0.179 4.823
H 5.179 -0.015 5.921
H 5.761 1.860 2.752
H 4.687 3.089 3.192
H 4.028 1.592 2.584
C -3.373 1.331 2.767
C -3.456 0.226 1.760
O -3.157 0.540 0.620
C -3.877 -1.090 2.308
H -2.522 0.967 3.377
H -4.212 1.426 3.549
H -3.056 2.296 2.277
H -3.102 -1.682 2.800
H -4.245 -1.737 1.456
H -4.654 -0.941 3.046
C -2.053 5.794 -2.590
C -1.432 5.735 -1.236
O -1.824 4.964 -0.405
C -0.224 6.617 -0.908
H -2.472 6.803 -2.791
H -2.891 4.999 -2.589
H -1.378 5.559 -3.391
H 0.328 6.186 -0.082
H -0.604 7.634 -0.584
H 0.507 6.721 -1.696
```

# C15H34N3O7V

C15H34N3O7V as an isolated structure at a distorted geometry (ωB97M-V/def2-TZVPD, OMol25).

Geometry as XYZ:
```
60
Properties=species:S:1:pos:R:3
V 0.848 0.275 0.349
C 2.810 -2.391 3.272
C 2.742 -1.154 2.349
O 3.354 -0.157 2.705
O 2.125 -1.323 1.234
H 3.732 -2.912 2.992
H 2.072 -3.150 2.992
H 2.763 -2.087 4.311
C 1.972 2.838 -2.246
C 3.059 2.449 -1.272
O 2.593 1.561 -0.327
H 1.368 1.986 -2.570
H 2.456 3.221 -3.161
H 1.328 3.554 -1.733
H 3.345 3.391 -0.764
H 3.966 2.100 -1.803
C -1.332 1.770 3.610
C 0.138 1.375 3.357
O 0.588 1.719 2.099
H -2.056 1.250 2.973
H -1.440 2.838 3.388
H -1.578 1.588 4.664
H 0.156 0.274 3.418
H 0.721 1.898 4.128
C -1.832 2.281 -2.983
C -1.462 2.358 -1.529
O -0.693 1.570 -1.018
N -1.969 3.408 -0.845
C -1.798 3.500 0.596
H -2.800 1.780 -3.087
H -1.132 1.677 -3.558
H -1.877 3.246 -3.491
H -2.547 4.034 -1.373
H -2.631 4.086 0.985
H -0.858 3.934 0.940
H -1.774 2.500 1.032
C -0.263 -1.835 -3.430
C 0.603 -1.966 -2.206
O 0.635 -1.131 -1.325
N 1.255 -3.143 -2.063
C 2.144 -3.549 -1.002
H -1.177 -1.342 -3.105
H -0.455 -2.770 -3.952
H 0.290 -1.199 -4.127
H 1.029 -3.875 -2.711
H 1.858 -3.329 0.026
H 3.108 -3.052 -1.165
H 2.353 -4.611 -1.138
C -3.223 -0.436 0.318
C -1.978 -1.206 0.644
O -0.968 -0.791 1.162
N -2.099 -2.528 0.343
C -1.176 -3.566 0.739
H -4.136 -1.020 0.248
H -3.134 0.258 -0.524
H -3.377 0.345 1.073
H -2.852 -2.870 -0.226
H -0.619 -4.081 -0.041
H -1.656 -4.381 1.299
H -0.514 -3.207 1.528
```

Properties
**2S+1**: 4
**Relative energy (zero: lowest compared OMol25 entry of this formula, charge and spin)**: 0.0 kcal per mole
**Charge**: -1

# CH14O6

A 6-piece molecular cluster, CH14O6 overall at a distorted geometry (ωB97M-V/def2-TZVPD, OMol25).

Geometry as XYZ:
```
21
Properties=species:S:1:pos:R:3
C -0.500 -4.186 0.563
O -0.049 -3.233 -0.423
H -1.226 -4.679 -0.131
H -1.177 -3.722 1.298
H 0.255 -4.883 0.965
H 0.775 -2.866 -0.075
O -1.698 1.821 1.909
H -0.848 2.287 1.850
H -2.171 2.607 2.215
O -0.477 2.887 -1.616
H -0.960 3.215 -2.403
H 0.250 3.430 -1.282
O 2.587 2.729 -0.444
H 2.771 3.351 0.267
H 3.418 2.280 -0.620
O -2.090 -0.497 0.166
H -2.379 0.390 0.404
H -1.299 -0.575 0.706
O 1.847 -0.178 -0.839
H 1.223 -0.823 -1.182
H 1.748 0.644 -1.327
```

Properties
**Relative energy (zero: lowest compared OMol25 entry of this formula, charge and spin)**: 37.7 kcal per mole

# C3H7N5

C3H7N5 as an isolated structure at a distorted geometry (ωB97M-V/def2-TZVPD, OMol25).

Geometry as XYZ:
```
15
Properties=species:S:1:pos:R:3
C 0.938 -0.247 -0.025
C 0.725 -1.511 0.374
C -1.323 -0.422 -0.285
H 2.528 1.176 0.403
H 2.990 -0.567 -0.493
H 1.435 -2.321 0.444
H -1.405 -2.153 0.179
H -2.676 0.767 -0.344
H -1.025 2.469 -0.460
H -0.572 2.096 1.078
N 2.161 0.295 -0.470
N -0.698 -1.636 -0.259
N -2.539 -0.151 -0.118
N -0.202 0.376 -0.116
N -0.337 1.829 0.091
```

Properties
**Relative energy (zero: lowest compared OMol25 entry of this formula, charge and spin)**: 112.5 kcal per mole

# C22H25AsBF4GeTeY

C22H25AsBF4GeTeY as an isolated structure at a distorted geometry (ωB97M-V/def2-TZVPD, OMol25).

Geometry as XYZ:
```
56
Properties=species:S:1:pos:R:3
Y -0.108 1.056 -0.110
C -0.487 0.393 4.303
As 0.484 -0.039 2.654
C 0.248 -1.971 2.772
C 2.287 0.136 3.362
H -0.177 -0.290 5.098
H -1.557 0.297 4.117
H -0.279 1.422 4.597
H 0.913 -2.379 3.537
H 0.478 -2.397 1.798
H -0.789 -2.174 3.044
H 2.328 -0.276 4.374
H 2.557 1.192 3.376
H 2.960 -0.391 2.688
F 0.132 4.839 0.746
B 1.119 3.859 0.752
F 0.734 2.791 1.623
F 1.182 3.204 -0.522
F 2.342 4.385 1.115
Te 2.032 -0.641 -0.515
C -2.266 0.371 0.379
Ge -3.029 0.560 -1.306
C -2.731 -0.610 -2.891
C -1.437 -0.775 -3.391
C -1.160 -1.634 -4.446
C -2.182 -2.374 -5.025
C -3.472 -2.255 -4.528
C -3.736 -1.387 -3.473
C -5.014 0.902 -1.385
C -5.668 1.107 -0.171
C -7.018 1.442 -0.124
C -7.745 1.581 -1.298
C -7.111 1.391 -2.520
C -5.761 1.060 -2.555
C -2.320 2.350 -1.906
C -1.842 2.644 -3.190
C -1.415 3.920 -3.532
C -1.455 4.941 -2.590
C -1.917 4.676 -1.312
C -2.340 3.393 -0.972
H -2.405 -0.649 0.769
H -0.596 -0.254 -2.941
H -0.138 -1.738 -4.793
H -1.969 -3.051 -5.845
H -4.276 -2.845 -4.955
H -4.749 -1.326 -3.092
H -5.085 0.997 0.740
H -7.504 1.599 0.834
H -8.797 1.845 -1.263
H -7.665 1.506 -3.446
H -5.278 0.938 -3.520
H -1.810 1.861 -3.940
H -1.042 4.117 -4.531
H -1.100 5.933 -2.844
H -1.919 5.455 -0.563
H -2.694 3.189 0.033
```

Properties
**Relative energy (zero: lowest compared OMol25 entry of this formula, charge and spin)**: 6.6 kcal per mole
**Charge**: -2

# C23H25F2NO9S

A 3-piece molecular cluster, C23H25F2NO9S overall at a distorted geometry (ωB97M-V/def2-TZVPD, OMol25).

Geometry as XYZ:
```
61
C23H25F2NO9S (ωB97M-V/def2-TZVPD)
C 4.970 -0.754 1.123
C 5.447 -0.122 -0.279
C 6.821 -0.455 -0.959
C 7.284 0.193 -2.313
C 6.332 1.193 -3.071
C 4.979 1.500 -2.389
C 4.509 0.868 -1.023
C 3.061 1.307 -0.515
C 1.940 0.160 -0.564
C 0.559 0.868 -0.032
C -0.537 -0.305 0.245
C -0.286 -1.112 1.533
C -1.301 -2.291 1.809
C -2.378 -2.389 0.677
C -2.495 -1.451 -0.539
N -1.552 -0.403 -0.737
C 0.047 1.978 -1.090
C 0.489 1.712 -2.616
O 0.303 0.320 -3.037
S 1.556 -0.507 -2.252
O 1.023 -1.920 -2.035
O 2.737 -0.630 -3.171
H 5.878 -1.031 1.764
H 4.249 -0.072 1.694
H 4.435 -1.749 0.880
H 7.523 -1.201 -0.452
H 8.295 -0.065 -2.795
H 6.598 1.680 -4.073
H 4.261 2.218 -2.936
H 3.183 1.588 0.604
H 2.765 2.283 -1.038
H 2.144 -0.729 0.142
H 0.804 1.398 0.960
H 0.590 -0.909 2.249
H -1.249 -2.973 2.715
H -3.151 -3.237 0.759
H -3.324 -1.584 -1.323
H -1.096 2.116 -1.108
H 0.500 3.007 -0.810
H 1.596 1.996 -2.816
H -0.114 2.348 -3.370
O 0.785 3.116 3.017
C -0.405 2.977 2.989
O -1.173 3.197 1.885
C -2.494 2.795 2.224
C -2.489 2.904 3.715
F -3.307 1.980 4.272
O -1.155 2.588 4.057
H -2.662 1.772 1.875
H -3.234 3.450 1.761
H -2.740 3.898 4.095
O -6.356 -5.020 1.890
C -6.593 -4.170 1.083
O -7.801 -4.013 0.470
C -7.713 -2.827 -0.305
C -6.239 -2.695 -0.522
F -5.874 -1.393 -0.603
O -5.687 -3.244 0.658
H -8.132 -1.990 0.262
H -8.265 -2.927 -1.240
H -5.862 -3.241 -1.392
```

| no. | M (g mol⁻¹) | E_tot (eV) |
| --- | --- | --- |
| 1 | 78.11 | -6312.72097 |
| 2 | 340.40 | -23232.36757 |
| 3 | 107.15 | -9942.70198 |
| 4 | 158.16 | -15501.67524 |
| 5 | 57.10 | -4710.11692 |
| 6 | 1018.35 | -89335.39523 |
| 7 | 419.39 | -60598.54208 |
| 8 | 122.12 | -13548.02805 |
| 9 | 113.12 | -10670.12214 |
| 10 | 740.28 | -160464.09115 |
| 11 | 529.51 | -60434.67080 |